No. 1
# C36H73N7O6

A 12-piece molecular cluster, C36H73N7O6 overall at a distorted geometry (ωB97M-V/def2-TZVPD, the OMol25 dataset).

Results
Max |F| = 4.6 eV/Å
Structure (SMILES) = CCOC(C)=O.CCCC#N.CCCC#N.CCCC#N.CCCC#N.CCCC#N.CCCC#N.CCCC#N.CO.CO.CO.CO
Gap between HOMO and LUMO = 10.341 eV

XYZ file:
```
122
C36H73N7O6 ωB97M-V/def2-TZVPD
C -2.356 -1.729 2.944
C -3.333 -0.800 2.212
C -4.469 -0.261 3.123
C -5.158 -1.360 3.799
N -5.600 -2.350 4.181
H -2.896 -2.504 3.537
H -1.790 -1.190 3.708
H -1.673 -2.261 2.291
H -3.853 -1.352 1.400
H -2.811 0.032 1.734
H -5.109 0.443 2.619
H -3.971 0.336 3.870
C 5.106 -0.389 -1.756
C 3.795 0.387 -1.594
C 3.625 1.484 -2.653
C 3.721 0.969 -4.004
N 3.733 0.582 -5.092
H 5.207 -0.859 -2.726
H 5.191 -1.134 -0.984
H 5.947 0.298 -1.583
H 3.796 0.912 -0.642
H 2.982 -0.271 -1.759
H 4.410 2.199 -2.536
H 2.678 2.067 -2.516
C -2.607 1.018 -6.209
C -1.926 2.385 -6.248
C -1.859 3.005 -4.869
C -0.875 2.374 -4.055
N -0.027 1.921 -3.421
H -2.450 0.532 -7.188
H -3.660 1.101 -5.979
H -2.156 0.348 -5.491
H -2.549 2.989 -6.917
H -0.929 2.383 -6.691
H -2.820 3.004 -4.351
H -1.651 4.104 -4.896
C 0.133 -5.341 -2.197
C -1.334 -5.251 -2.549
C -2.185 -4.885 -1.259
C -1.737 -3.668 -0.688
N -1.384 -2.615 -0.304
H 0.790 -5.347 -3.065
H 0.197 -6.308 -1.654
H 0.425 -4.525 -1.548
H -1.727 -6.154 -3.012
H -1.609 -4.555 -3.317
H -2.176 -5.684 -0.525
H -3.219 -4.772 -1.606
C -3.352 1.470 -0.677
C -3.569 0.283 -1.631
C -4.946 0.115 -2.262
C -5.958 -0.073 -1.214
N -6.759 -0.137 -0.393
H -3.316 2.458 -1.175
H -2.499 1.353 -0.035
H -4.219 1.499 -0.011
H -3.414 -0.625 -1.019
H -2.784 0.272 -2.407
H -5.001 -0.739 -2.928
H -5.294 0.955 -2.863
C -0.497 1.509 5.018
C 0.424 1.484 3.804
C 0.205 2.678 2.881
C -1.184 2.663 2.335
N -2.266 2.662 1.958
H -1.534 1.608 4.668
H -0.271 2.347 5.681
H -0.389 0.660 5.638
H 0.317 0.576 3.231
H 1.452 1.492 4.173
H 0.830 2.583 1.988
H 0.295 3.584 3.465
C 0.100 4.230 -0.848
C 1.179 4.927 -1.675
C 0.826 6.369 -1.987
C 0.766 7.126 -0.796
N 0.678 7.805 0.102
H -0.204 4.738 0.056
H 0.388 3.221 -0.530
H -0.757 4.070 -1.486
H 1.276 4.358 -2.614
H 2.172 4.921 -1.174
H -0.137 6.405 -2.473
H 1.463 6.910 -2.652
O 0.696 -2.443 6.999
C 1.812 -2.859 6.749
O 2.360 -2.793 5.535
C 1.496 -2.182 4.500
C 2.025 -2.267 3.101
C 2.696 -3.436 7.861
H 1.281 -1.150 4.800
H 0.610 -2.760 4.504
H 2.141 -3.319 2.915
H 2.956 -1.732 2.901
H 1.258 -1.864 2.425
H 2.096 -3.815 8.688
H 3.420 -2.707 8.193
H 3.377 -4.180 7.450
C 0.396 0.512 -0.080
O 0.050 -0.382 0.972
H 0.706 -0.061 -0.978
H -0.368 1.200 -0.382
H 1.191 1.129 0.352
H -0.406 -1.125 0.558
C 3.202 -2.793 0.201
O 4.295 -2.332 0.976
H 2.609 -3.515 0.725
H 2.577 -1.916 0.032
H 3.538 -3.137 -0.765
H 4.482 -2.942 1.690
C 0.399 -1.150 -3.902
O 0.183 -2.575 -4.176
H 1.006 -1.178 -2.993
H 0.992 -0.661 -4.680
H -0.503 -0.621 -3.658
H -0.127 -2.679 -5.092
C 3.873 0.792 2.192
O 4.262 1.955 1.432
H 4.231 -0.166 1.783
H 4.182 0.838 3.241
H 2.810 0.567 2.215
H 4.342 2.678 2.033
```

---

No. 2
# C36H73O16S5

A 9-piece molecular cluster, C36H73O16S5 overall at a distorted geometry (ωB97M-V/def2-TZVPD, the OMol25 dataset).

Results
Max |F| = 2.1 eV/Å
Total charge = -1
Gap between HOMO and LUMO = 5.367 eV

XYZ file:
```
130
C36H73O16S5 ωB97M-V/def2-TZVPD
C 10.110 1.212 -2.902
C 10.285 2.739 -3.011
C 9.604 3.249 -4.303
O 9.924 3.432 -1.931
H 9.132 0.831 -2.606
H 10.926 0.724 -2.359
H 10.291 0.775 -3.910
H 11.398 2.887 -3.180
H 9.740 4.331 -4.397
H 8.521 3.051 -4.297
H 10.029 2.818 -5.219
O 12.473 5.896 0.297
S 13.661 5.135 0.355
O 14.950 5.729 0.183
O 13.662 4.385 1.766
C 14.747 3.484 2.005
C 14.868 3.307 3.497
C 13.614 3.814 -0.804
H 15.667 3.873 1.565
H 14.534 2.506 1.565
H 13.872 3.123 3.906
H 15.276 4.181 4.005
H 15.501 2.448 3.728
H 13.693 4.257 -1.797
H 12.650 3.306 -0.762
H 14.512 3.210 -0.705
O 12.168 1.688 1.215
S 10.811 2.000 1.517
O 10.270 3.275 1.318
O 9.867 0.924 0.821
C 10.396 -0.401 0.666
C 9.259 -1.262 0.153
C 10.521 1.511 3.204
H 10.780 -0.789 1.614
H 11.212 -0.355 -0.055
H 9.566 -2.310 0.128
H 9.012 -0.972 -0.869
H 8.376 -1.180 0.786
H 11.161 0.664 3.436
H 9.477 1.222 3.279
H 10.761 2.344 3.857
O 15.952 5.403 -2.939
S 15.981 4.746 -4.189
O 17.220 4.600 -4.890
O 15.321 3.329 -4.043
C 15.468 2.426 -5.179
C 14.114 1.987 -5.667
C 14.840 5.543 -5.267
H 16.039 1.580 -4.795
H 16.056 2.865 -5.984
H 13.694 2.709 -6.368
H 13.433 1.863 -4.831
H 14.167 1.022 -6.180
H 15.083 6.591 -5.396
H 13.831 5.351 -4.908
H 14.938 5.054 -6.239
O 6.965 4.271 -0.235
S 6.279 3.243 -0.892
O 4.900 2.962 -0.631
O 6.383 3.550 -2.458
C 5.465 2.907 -3.354
C 4.418 3.904 -3.775
C 7.202 1.775 -0.876
H 5.058 2.020 -2.862
H 6.051 2.526 -4.195
H 4.823 4.724 -4.368
H 4.061 4.391 -2.863
H 3.541 3.464 -4.250
H 7.254 1.435 0.163
H 8.223 2.017 -1.182
H 6.687 0.974 -1.403
O 7.250 8.681 -3.361
S 7.124 7.292 -3.020
O 7.879 6.746 -1.959
O 5.598 7.009 -2.638
C 4.592 7.770 -3.281
C 3.275 7.496 -2.597
C 7.274 6.247 -4.436
H 4.507 7.421 -4.323
H 4.844 8.830 -3.306
H 2.996 6.454 -2.745
H 2.497 8.105 -3.063
H 3.312 7.726 -1.534
H 8.181 6.542 -4.956
H 6.360 6.326 -5.018
H 7.399 5.240 -4.039
C 7.671 5.121 -7.577
C 7.226 6.294 -8.173
C 7.842 6.735 -9.334
C 8.984 6.085 -9.794
C 9.444 4.932 -9.171
C 8.799 4.451 -8.034
H 7.204 4.736 -6.678
H 6.392 6.812 -7.715
H 7.445 7.583 -9.878
H 9.469 6.459 -10.688
H 10.331 4.418 -9.524
H 9.126 3.580 -7.478
C 16.606 -0.830 -3.013
C 16.778 0.044 -1.948
C 15.679 0.637 -1.364
C 14.390 0.367 -1.814
C 14.233 -0.478 -2.893
C 15.328 -1.091 -3.485
H 17.477 -1.313 -3.440
H 17.786 0.337 -1.679
H 15.838 1.299 -0.520
H 13.572 0.880 -1.324
H 13.239 -0.722 -3.254
H 15.164 -1.868 -4.222
C 6.668 1.447 -6.842
C 7.734 0.538 -7.379
C 8.646 -0.061 -6.315
C 7.938 -0.912 -5.263
C 8.877 -1.897 -4.571
C 9.084 -3.209 -5.319
H 7.063 2.386 -6.450
H 6.103 0.972 -6.037
H 5.977 1.713 -7.645
H 7.338 -0.277 -7.997
H 8.349 1.101 -8.093
H 9.157 0.747 -5.777
H 9.465 -0.625 -6.779
H 7.476 -0.282 -4.497
H 7.109 -1.489 -5.699
H 9.858 -1.434 -4.413
H 8.546 -2.115 -3.550
H 9.485 -3.067 -6.322
H 9.771 -3.832 -4.740
H 8.144 -3.763 -5.385
```